Below is a structure of composition C33H28INO4SSeTi at a distorted geometry, with properties calculated with ωB97M-V/def2-TZVPD.

Geometry as XYZ:
```
70
Properties=species:S:1:pos:R:3:forces:R:3
C -3.219148 1.078073 2.014868 -0.1 0.0 0.0
C -1.248168 -1.546248 3.915451 0.0 0.0 0.0
H 3.836825 -3.826904 0.871677 0.0 0.0 0.0
H 4.354389 0.473169 1.134175 0.0 0.0 0.0
O 0.833648 2.730547 1.149986 0.0 0.0 0.3
H 0.934112 0.073207 4.230311 0.0 0.0 0.0
H 3.601334 -1.559554 -0.120882 0.0 0.0 0.0
C -5.169350 0.208153 0.900096 0.0 0.0 0.0
C 0.254658 -2.438274 2.089175 0.0 0.0 0.0
C 4.475803 -3.000659 1.182905 0.0 0.0 0.0
H 0.955710 -4.193300 -4.486965 0.0 0.0 0.0
H 1.147645 2.971073 -5.541477 0.0 0.0 0.0
H 5.077824 -0.572830 2.356715 0.0 0.0 0.0
H -6.242803 0.090376 0.835892 0.0 0.0 0.0
C 1.463576 -2.470365 1.410742 0.0 0.0 -0.1
H -1.100878 -1.096912 4.896694 0.0 0.0 0.0
Se 0.393086 2.980161 2.761490 0.0 0.5 0.6
H 4.703146 -3.133462 2.242571 0.0 0.0 0.0
C -1.055734 3.280353 -2.958922 0.0 0.1 0.0
H 2.602384 -3.158739 -2.956867 0.0 0.0 0.0
C -4.350143 -0.355015 -0.061895 -0.1 0.0 0.0
H -3.675373 4.454347 -1.150500 0.0 0.0 0.0
C 0.865895 1.992747 -2.324767 -0.1 -0.1 0.0
C -1.039649 2.348159 -0.670126 0.1 0.0 -0.1
C -2.777714 3.904600 -1.402802 0.0 0.0 0.0
C -2.969353 -0.197486 0.024397 0.1 -0.1 -0.1
C -2.369487 0.544694 1.042982 -0.2 0.2 0.2
C 4.778719 -0.517579 1.308267 0.0 0.0 0.0
H -5.223866 1.334101 2.726080 0.0 0.0 0.0
I 2.083068 1.030841 -0.927092 0.1 0.3 0.2
C -0.717612 -3.215465 -3.594399 0.0 0.0 0.0
C 1.418665 2.149521 -3.562347 -0.1 0.0 -0.1
C 2.245282 -0.630947 2.706070 0.0 0.0 -0.1
C 1.052362 -0.635709 3.421503 0.1 0.0 0.0
H -2.738155 4.539955 -3.438173 0.0 0.0 0.0
H -4.792434 -0.919729 -0.874621 0.0 0.0 0.0
C -4.596215 0.908218 1.953210 0.0 0.0 0.0
H 2.398979 1.748749 -3.779795 0.0 0.0 0.0
S -2.713424 -1.864427 -2.179321 0.0 0.1 0.0
C -2.259803 3.960779 -2.657978 0.0 0.0 0.0
H -2.800045 1.654740 2.828278 0.0 0.0 0.0
C 0.714150 2.856352 -4.557297 0.0 0.0 0.0
H -1.033549 3.986500 -4.990584 0.0 0.0 0.0
H 5.680385 -0.602725 0.700590 0.0 0.0 0.0
C -0.407024 2.510946 -1.949854 0.0 0.0 0.0
N -0.777920 -0.827239 -0.809214 0.0 0.0 0.3
O -0.539125 4.266000 2.964953 0.3 -0.3 0.0
C 2.484016 -1.563472 1.696481 0.0 0.1 0.0
C -0.488934 3.412525 -4.250793 0.0 0.0 0.0
H -1.454007 -3.676363 -4.238663 0.0 0.0 0.0
C -2.169368 3.088520 -0.425652 0.0 0.0 0.0
C 0.029818 -1.532297 3.124651 0.1 0.0 0.0
O -0.602318 1.564002 2.672915 -0.1 0.2 0.4
Ti -0.327846 1.091933 0.882636 0.3 -0.6 -1.4
C -0.191113 -1.702021 -1.743096 0.1 0.2 0.0
O 1.606663 2.718821 3.776454 -0.3 0.0 -0.3
C -2.077891 -0.865817 -0.918427 -0.1 0.0 0.1
H -2.031174 -0.980612 3.408057 0.0 0.0 0.0
H 5.410117 -3.067969 0.622995 0.0 0.0 0.0
C 0.623915 -3.501555 -3.724806 0.0 0.0 0.0
H -0.519736 -3.152094 1.828643 0.0 0.0 0.0
H -1.609368 -2.565993 4.052191 0.0 0.0 0.0
H 1.890192 -1.603096 -1.215339 -0.1 -0.1 0.0
H -2.645340 3.048376 0.544732 0.0 0.0 0.0
C 1.159657 -2.026881 -1.880200 0.0 -0.1 0.1
H 2.995012 0.100134 2.976253 0.0 0.0 0.0
C 1.552730 -2.914230 -2.860118 0.0 0.0 0.0
H 1.606520 -3.218589 0.640994 0.0 0.0 0.0
C 3.809631 -1.640989 0.953972 0.0 0.0 0.0
C -1.105842 -2.325126 -2.597069 0.0 -0.1 -0.1
```
Positions in Å, forces in eV/Å.

Values from the calculation:
Gap between HOMO and LUMO   0.269 Eh
ΔE to the lowest compared entry with this formula, charge and spin   0.654 eV
E_LUMO   -0.91 eV
F_max   1.6 eV Å⁻¹
Total charge   0

Results of the Löwdin charge analysis, in e, for atoms 1 through 2: C -0.113; C -0.028

---

Below is a structure of composition C33H28IrN6O2PS2 at a distorted geometry, with properties calculated with ωB97M-V/def2-TZVPD.

Geometry as XYZ:
```
73
Properties=species:S:1:pos:R:3:forces:R:3
C 0.297217 1.289850 -3.633573 0.0 -0.1 0.0
C -3.280608 0.987061 3.802954 0.0 0.1 0.1
C 1.937756 4.331053 -1.876750 0.0 0.0 0.0
N -4.969255 -0.716348 3.895915 0.0 0.0 0.0
C -0.134973 0.580516 -2.519139 -0.2 0.0 0.2
H -1.526142 -1.390647 -3.343899 0.0 0.0 0.0
H -4.019177 -2.825012 2.314379 0.0 0.0 0.0
H 1.618274 -3.409810 -1.210758 0.0 0.0 0.0
H 2.880653 -3.296155 3.831950 0.0 -0.1 0.1
C 0.109292 -2.251358 -2.229762 0.1 -0.1 0.1
H -0.200312 2.780072 -5.089608 0.0 0.0 0.0
C -0.745440 -4.682213 -3.275104 0.0 0.1 0.0
S 1.852574 -1.563623 2.104525 -1.0 0.0 -0.3
H -2.262333 -3.536800 -4.271656 0.0 0.0 0.0
C -0.295862 3.198122 3.510373 0.0 0.0 -0.1
H 1.396346 2.751556 2.244173 0.0 0.0 0.0
C -1.539993 2.769360 3.901954 0.0 0.0 0.0
C 2.922522 3.424119 -1.520526 0.1 0.0 0.0
C -2.855694 -1.005095 2.452526 -0.1 -0.2 0.0
H 2.186030 5.197025 -2.475853 0.0 0.0 0.0
C 3.523831 -1.120344 2.058985 -0.4 -0.1 -0.2
H -1.739114 0.277956 -1.116943 0.0 0.0 0.0
C -0.535072 2.240252 -4.213593 0.0 0.0 0.0
H -2.141358 3.345429 4.594299 0.0 0.0 0.0
N -0.830448 -1.029632 1.124944 0.2 0.7 -1.0
H 2.963254 0.229686 -2.517869 0.0 0.0 0.0
C 3.681020 -2.735194 4.306163 -0.1 0.1 -0.1
C -1.792057 2.488007 -3.682897 0.0 0.0 0.0
C 0.418789 2.434978 2.582318 -0.1 0.1 0.1
H 3.956053 3.573276 -1.803558 0.0 0.0 0.0
H -3.915592 1.530064 4.489533 0.0 0.0 0.0
C -3.127726 -2.312771 1.994419 -0.1 -0.1 0.0
H 3.071682 -1.507423 -2.190361 0.0 0.0 0.0
H -0.160049 4.809702 -1.678080 0.0 0.0 0.0
H 0.134066 4.113236 3.891483 0.0 0.0 0.0
C 0.766348 -3.436872 -1.884213 0.1 0.0 -0.1
H 0.864813 -5.556978 -2.154546 0.0 0.0 0.0
C -2.240952 -2.936874 1.155907 0.0 0.1 0.1
H -0.402849 -2.724187 0.047741 0.0 0.0 0.1
H -3.216106 1.963638 -2.159172 0.0 0.0 0.0
H 4.586153 1.425046 -0.520224 0.0 0.1 0.3
C -2.031110 1.551198 3.402112 -0.1 0.1 0.0
C -1.667752 -0.413246 1.996981 -0.2 -0.2 0.0
C 2.573083 2.318374 -0.762523 0.0 0.0 -0.2
C 2.441491 -0.721912 -2.606953 0.0 0.0 0.0
P 0.864587 -0.690302 -1.711734 0.7 0.0 0.4
N 3.104571 0.487773 0.564428 -1.7 -0.4 -0.6
H 1.269164 1.098301 -4.069508 0.0 0.0 0.0
H -0.614468 2.830946 -0.265742 0.0 -0.1 -0.1
H 2.256698 -0.947316 -3.657143 0.0 0.0 0.0
C 0.375051 3.005711 -0.664577 0.0 0.2 0.1
C -1.099716 -2.262160 0.729134 -0.1 -0.1 0.0
O -5.580834 0.037042 4.608955 -0.1 0.1 0.1
C -2.228140 1.785767 -2.564048 0.0 -0.1 0.0
C 3.533160 1.359751 -0.269494 0.5 0.2 0.1
N 4.001631 -0.240731 1.242877 0.9 0.2 -0.1
H 4.349519 -3.418977 4.823529 0.0 0.0 0.0
H -1.064639 -5.623687 -3.701521 0.0 0.0 0.0
C -1.416788 -3.511926 -3.597294 0.0 0.0 0.0
N -0.057219 1.311264 2.063961 1.4 -0.2 0.5
C -0.999076 -2.294822 -3.072979 0.1 0.0 0.0
H -2.437107 3.224960 -4.143274 0.0 0.0 0.0
Ir 0.981066 0.022069 0.553252 1.1 0.4 1.1
H 3.282921 -2.012714 5.013703 -0.1 0.0 0.0
C 0.639341 4.125116 -1.433942 0.1 0.0 0.1
C -1.245058 0.852672 2.490060 -0.1 0.1 0.0
N 1.316086 2.111271 -0.351238 -1.4 -0.5 -0.4
O -5.328065 -1.828351 3.579300 0.0 -0.1 0.0
S 4.692615 -1.881905 3.074613 0.1 -0.1 0.1
C -3.666199 -0.226079 3.366079 0.1 0.0 -0.1
H -2.422954 -3.946766 0.817818 0.0 0.0 0.0
C 0.342340 -4.644733 -2.410386 0.0 0.0 0.1
C -1.399761 0.840741 -1.980905 0.0 0.0 -0.2
```
Positions in Å, forces in eV/Å.

Values from the calculation:
Gap between HOMO and LUMO   0.257 Eh
ΔE to the lowest compared entry with this formula, charge and spin   1.914 eV
E_LUMO   -6.48 eV
F_max   1.8 eV Å⁻¹
Total charge   +2

Results of the Löwdin charge analysis, in e, for atoms 1 through 2: C -0.068; C 0.093

---

Below is a structure of composition C33H28N8OP2ScSe2 at a distorted geometry, with properties calculated with ωB97M-V/def2-TZVPD.

Geometry as XYZ:
```
75
Properties=species:S:1:pos:R:3:forces:R:3
C -5.096831 -1.824375 0.153115 -0.1 0.0 0.0
H -6.739082 -2.945207 0.961854 0.1 0.0 0.0
C 4.713037 -2.045760 2.973733 -0.1 -0.1 0.3
C -0.148920 3.105552 3.007695 0.0 0.0 0.0
H -1.426576 1.638306 -5.220912 0.1 0.0 0.1
C -3.553403 3.161410 1.138797 0.0 -0.1 0.0
C -5.776832 -2.490538 1.166924 0.0 0.0 0.0
H -2.327269 -0.907619 1.888862 0.0 0.0 0.0
H -3.770857 3.474300 2.153945 0.0 0.0 -0.1
Se 2.982295 0.616999 -0.951371 0.0 -0.2 -0.1
N -1.224746 -2.374731 -0.593256 0.0 0.2 -0.1
H 8.147483 -1.612097 -0.615057 0.1 0.0 0.0
C 0.865949 3.243225 -2.546431 0.0 0.0 -0.1
H -0.367079 3.586702 3.954565 0.0 0.0 -0.1
H -0.759615 4.795030 1.837431 0.0 -0.1 0.0
H 3.428572 -5.757496 -2.344947 0.1 0.0 -0.2
H 3.443431 -5.548228 -0.598499 0.1 0.0 0.1
C -0.016654 -0.548714 -0.898900 0.1 -0.1 0.0
Sc 2.781615 -2.202859 -0.972181 0.5 1.2 -0.1
Se -3.711077 -0.696557 -2.849775 0.1 0.0 0.0
H 1.213538 -2.777723 1.845725 -0.1 0.0 0.0
C 2.219932 -2.559880 2.179033 -0.2 -0.1 -0.1
C -0.305666 3.379229 -4.640110 0.0 0.0 -0.1
H -3.397414 1.097042 1.669558 0.0 0.1 0.0
H 0.508998 1.271703 3.918750 0.0 0.0 -0.1
N 7.158026 -1.721584 -0.467984 0.3 0.0 0.0
H 1.527053 3.679423 -1.805205 0.0 0.0 -0.1
H 6.326675 -1.671266 -2.444532 0.0 0.0 0.2
C -3.059071 2.345486 -1.467120 -0.1 0.1 0.1
P -3.005580 -0.362529 -0.902563 0.1 0.0 0.0
C 0.518784 3.958236 -3.679657 0.0 0.0 0.0
C -0.439640 1.359602 -3.341173 0.0 0.1 0.0
H 1.909894 -5.549330 -1.475097 -0.2 0.0 0.0
H -3.282599 4.410810 -1.999270 0.0 -0.1 0.1
C 2.548421 -2.463669 3.519412 0.1 0.1 0.2
N 0.021328 -2.734395 -0.701321 -0.3 0.4 0.1
H -2.960659 2.015347 -2.491406 0.1 0.0 0.0
N 6.680841 -1.856960 0.781442 0.1 0.0 -0.2
C -0.098042 3.172210 0.602419 0.0 0.0 0.0
H -0.293416 3.697123 -0.323380 -0.1 0.0 0.1
C 5.398601 -1.971847 0.570140 -0.3 0.0 0.1
H -5.513997 -1.758260 -0.845588 0.0 0.0 0.0
C 0.626704 1.193044 1.779612 -0.1 0.1 0.1
H -3.550084 -2.078103 3.690163 0.0 0.0 -0.1
C -3.302724 -1.341740 1.690936 -0.1 -0.1 0.0
O 3.040450 -3.831715 -1.679264 0.0 -1.5 -0.2
N 3.144232 -2.393061 1.236798 0.1 0.0 0.1
C 0.340082 1.801760 2.988040 0.0 0.0 0.0
C 4.395916 -2.146775 1.628065 0.2 0.1 0.0
H 5.733087 -1.844157 3.279914 -0.1 0.0 0.0
C -3.528957 4.096697 0.113710 0.1 0.0 0.0
C 6.183673 -1.760419 -1.376473 0.2 0.0 -0.1
C 0.368494 1.948942 -2.373557 0.0 0.0 0.0
C -3.983967 -2.003702 2.699271 0.0 0.0 0.0
N 0.775249 -1.649789 -0.885672 -0.5 0.0 0.1
C -0.778179 2.084738 -4.475708 0.0 0.0 0.0
H -0.841092 0.362252 -3.200219 0.0 0.0 -0.1
C -3.328307 1.817906 0.867157 0.0 0.1 0.0
H 1.792881 -2.594957 4.286399 0.1 0.0 -0.1
H -3.727919 5.141023 0.328015 0.0 -0.1 0.0
H 0.893563 4.965352 -3.819658 0.0 -0.1 0.0
C -3.865724 -1.246070 0.416253 0.1 0.0 0.1
C -3.273323 3.688880 -1.189667 0.0 0.0 0.0
N 5.042321 -1.917754 -0.749639 -0.3 0.0 0.4
C -0.365554 3.785820 1.821157 0.0 0.0 0.0
N 3.789917 -2.199671 3.918152 0.1 0.0 -0.1
H -0.578294 3.943871 -5.525341 0.0 -0.1 0.1
P 0.846908 1.014865 -0.931562 0.0 0.0 0.0
H 1.030231 0.189420 1.754879 0.0 -0.1 0.0
C 0.407923 1.879671 0.584792 0.0 0.0 0.0
C -5.223503 -2.578714 2.435008 0.0 0.0 0.0
C -3.071879 1.400341 -0.439320 0.0 0.1 -0.1
H -5.754982 -3.100947 3.222897 0.0 0.0 -0.1
C -1.307068 -1.013190 -0.724748 -0.2 -0.4 0.1
C 2.950449 -5.239906 -1.518054 0.0 0.2 -0.2
```
Positions in Å, forces in eV/Å.

Values from the calculation:
Gap between HOMO and LUMO   0.228 Eh
ΔE to the lowest compared entry with this formula, charge and spin   0.164 eV
E_LUMO   -3.76 eV
F_max   1.5 eV Å⁻¹
Total charge   +1

Results of the Löwdin charge analysis, in e, for atoms 1 through 2: C -0.085; H 0.111